ORCA calculation (the ωB97M-V functional and the def2-TZVPD basis) on a single C4H5NO molecule.

Computed properties:
E ... -285.411463 Eh
ΔE to the lowest compared entry with this formula, charge and spin ... 8.2 kJ/mol
Structure (SMILES) ... O=C1CC=CN1
HOMO-LUMO gap ... 0.355 Eh
E_HOMO ... -0.32097 Eh
Max |F| ... 0.78 eV/A
E_LUMO ... 0.03414 Ha

```
11
Properties=species:S:1:pos:R:3:forces:R:3:lowdin_charge:R:1
O 1.820236 -1.499036 0.353357 -0.14 0.39 -0.44 0.0552
C 0.945124 -0.694961 0.103614 0.35 -0.40 0.06 -0.4798
C 0.124586 0.069472 1.119843 0.07 0.12 -0.09 -0.0882
C -0.929221 0.760234 0.279492 0.04 -0.12 -0.06 -0.0808
C -0.705164 0.449393 -1.003039 -0.08 -0.02 0.14 -0.1118
N 0.400021 -0.409798 -1.131585 0.18 -0.04 0.08 0.0883
H 0.728445 0.749861 1.728884 0.03 -0.06 -0.21 0.1279
H -0.155721 -0.750378 1.782975 -0.69 0.29 0.23 0.1284
H -1.685185 1.452132 0.634066 0.17 -0.22 -0.05 0.0953
H -1.233389 0.762547 -1.899863 0.11 -0.01 0.30 0.1160
H 0.690268 -0.889466 -1.967743 -0.06 0.08 0.04 0.1495
```
Positions in Å, forces in eV/Å.

ORCA calculation (the ωB97M-V functional and the def2-TZVPD basis) on 11 unconnected molecules or ions with the total composition C13H52BClNO14P in a non-equilibrium geometry.

Computed properties:
E ... -2461.084232 Eh
ΔE to the lowest compared entry with this formula, charge and spin ... 31.7 kJ/mol
Structure (SMILES) ... COCCCCP(Cl)(COC)(OC[C@H](C)C(C)C)B(N)O.O.O.O.O.O.O.O.O.O.O
HOMO-LUMO gap ... 0.352 Eh
E_HOMO ... -0.34327 Eh
Max |F| ... 1.46 eV/A
E_LUMO ... 0.00917 Ha

```
83
Properties=species:S:1:pos:R:3:forces:R:3:lowdin_charge:R:1
C 0.573213 6.534798 0.120146 0.13 -0.07 -0.09 -0.1231
O 0.318812 5.535815 1.071882 0.00 -0.06 0.15 -0.1835
C 0.188928 4.251103 0.480297 -0.14 0.34 -0.05 -0.2262
C -0.486476 3.312669 1.465905 0.74 -0.12 0.08 -0.1489
C 0.478308 2.291989 2.118824 -0.34 0.28 0.21 -0.1761
C 0.002438 0.833446 2.048694 -0.03 -0.22 0.00 -0.2784
P 1.056521 -0.258248 1.043758 -0.94 0.66 -0.91 0.8015
Cl 2.074278 -1.042433 2.973037 0.29 -0.24 0.61 0.2695
C 0.340919 -1.941779 0.741357 0.20 -0.34 0.67 -0.2973
O -1.045195 -1.886726 1.011955 -0.03 0.36 -0.24 -0.2252
C -1.739524 -2.883466 0.290968 -0.25 -0.17 0.06 -0.0994
O 0.296193 0.420643 -0.329859 0.82 -0.10 0.19 -0.3627
C 0.659404 0.106988 -1.659209 -0.48 -0.18 0.10 -0.2372
C -0.610546 -0.106858 -2.468921 0.62 -0.10 -0.90 -0.3161
C -0.232783 -0.745553 -3.822143 0.32 0.30 0.21 -0.0530
C -1.405169 1.184978 -2.655331 -0.66 -0.14 0.37 -0.3653
C -1.841395 1.759754 -1.299358 0.48 0.11 -0.69 -0.0601
C -0.723970 2.247925 -3.515005 -0.28 0.09 0.18 -0.0534
B 2.886758 0.247406 0.526344 0.54 -0.36 0.32 -0.7224
N 3.143373 1.527908 0.021700 -0.84 -0.28 -0.58 0.2062
O 3.920783 -0.658923 0.661177 0.11 0.04 -0.19 0.0346
H -0.298127 6.703247 -0.517652 -0.10 0.02 -0.08 0.0874
H 1.419185 6.272738 -0.521251 0.11 -0.03 -0.07 0.0854
H 0.819724 7.449663 0.645900 -0.03 0.13 0.12 0.0845
H -0.396423 4.349895 -0.437076 -0.12 -0.01 -0.12 0.1108
H 1.187348 3.899946 0.195782 0.10 -0.07 -0.10 0.1099
H -0.879147 3.962427 2.237141 -0.33 0.01 0.11 0.1057
H -1.304839 2.798018 0.980549 -0.12 0.03 0.11 0.0706
H 0.572392 2.532728 3.172235 0.15 0.09 0.16 0.1130
H 1.467566 2.453272 1.701025 0.18 -0.22 0.01 0.0796
H -0.157906 0.398455 3.023107 0.17 -0.06 0.23 0.0702
H -0.943532 0.789517 1.528490 -0.27 0.01 -0.10 0.0573
H 0.820708 -2.655158 1.403764 0.04 -0.16 0.04 0.0496
H 0.521267 -2.276988 -0.280865 0.08 0.30 -0.26 0.1010
H -2.797110 -2.795758 0.517727 -0.13 0.11 0.12 0.0949
H -1.614510 -2.775619 -0.785008 0.13 0.06 -0.14 0.0708
H -1.423351 -3.885930 0.578850 0.14 -0.08 0.08 0.0878
H 1.270604 -0.799298 -1.743456 0.16 -0.07 0.23 0.1202
H 1.239411 0.924733 -2.089193 0.16 0.08 -0.05 0.1118
H -1.212403 -0.833152 -1.927375 -0.25 0.09 0.24 0.1243
H -0.447606 -1.807538 -3.835912 -0.07 -0.16 -0.07 0.0732
H 0.832611 -0.626967 -4.019901 0.18 0.02 -0.03 0.0769
H -0.750000 -0.269340 -4.643107 -0.24 -0.08 -0.16 0.0575
H -2.311442 0.903652 -3.191577 -0.13 -0.16 -0.07 0.1264
H -2.733305 2.360132 -1.376994 -0.26 0.14 -0.10 0.0635
H -1.979254 0.958608 -0.582138 -0.13 0.02 0.15 0.0595
H -1.039936 2.402215 -0.942766 -0.06 -0.10 0.18 0.0525
H -0.935895 2.100427 -4.568770 0.24 -0.09 -0.21 0.0736
H -1.140227 3.217919 -3.254001 -0.06 0.19 0.00 0.0769
H 0.347969 2.316778 -3.351109 0.19 -0.05 -0.06 0.0716
H 2.334631 2.082540 -0.225965 0.15 0.14 -0.04 0.0545
H 3.874286 1.581711 -0.673696 0.29 0.28 0.31 0.1037
H 4.427905 -0.484231 1.463610 -0.03 -0.27 0.07 0.0923
O 2.565311 -4.566887 1.909239 0.03 0.02 -0.03 -0.0715
H 3.135629 -4.654545 1.137785 -0.06 0.04 -0.05 0.0283
H 2.800662 -3.701724 2.273921 -0.03 0.07 -0.02 -0.0212
O -3.120559 -1.267950 -4.886378 -0.15 -0.05 -0.02 -0.0472
H -3.383525 -1.575859 -5.759122 0.00 0.01 -0.01 0.0408
H -3.532926 -1.889187 -4.277311 0.03 0.01 0.02 0.0434
O 2.131130 -1.071550 6.526104 -0.02 -0.10 0.02 -0.0816
H 1.967250 -1.404710 5.635255 0.02 0.14 -0.08 -0.0415
H 1.598169 -1.629542 7.099618 0.00 0.00 0.00 0.0265
O 5.387176 -3.137819 -0.423272 0.03 -0.05 0.14 -0.0582
H 5.762711 -2.793183 -1.237858 0.00 -0.05 -0.02 0.0383
H 5.285168 -2.362700 0.144148 -0.21 0.02 -0.07 0.0006
O -3.514100 0.143407 1.474669 -0.12 0.05 -0.04 -0.0460
H -3.730129 0.701086 0.718669 -0.05 0.07 -0.06 0.0212
H -2.823005 -0.445331 1.148578 0.17 -0.04 0.12 0.0011
O -3.362170 3.120803 2.475792 -0.07 0.00 0.67 -0.0308
H -3.537307 3.936662 2.956591 0.06 0.03 0.04 0.0792
H -3.935634 2.458307 2.876948 0.09 -0.23 0.05 0.0713
O 5.186898 -3.121411 2.586216 0.00 -0.03 -0.04 -0.0609
H 5.189149 -3.847709 1.952578 0.15 0.03 -0.03 0.0194
H 4.982044 -3.539503 3.428725 0.00 0.08 0.04 0.0480
O -1.392906 -5.157494 -1.855190 -0.03 -0.10 0.04 -0.0582
H -1.787832 -5.997024 -1.587636 -0.01 -0.08 -0.06 0.0143
H -0.579084 -5.107177 -1.344460 0.02 0.00 -0.05 0.0296
O -4.205615 3.274022 0.024071 -0.51 0.11 -0.69 -0.0742
H -4.923599 3.910952 0.092860 0.00 -0.07 -0.10 0.0382
H -3.865026 3.195366 0.925776 0.20 0.10 0.24 -0.0419
O -1.775633 -8.221253 -0.700391 0.09 0.10 0.03 -0.0500
H -2.183422 -9.051961 -0.438285 -0.06 0.02 -0.04 0.0409
H -0.964288 -8.176164 -0.184220 0.00 -0.02 0.00 0.0418
```
Positions in Å, forces in eV/Å.

ORCA calculation (the ωB97M-V functional and the def2-TZVPD basis) on a single C5H11N molecule.

Computed properties:
E ... -251.813441 Eh
ΔE to the lowest compared entry with this formula, charge and spin ... 128.9 kJ/mol
Structure (SMILES) ... CC[C@H]1CN1C
HOMO-LUMO gap ... 0.379 Eh
E_HOMO ... -0.33385 Eh
Max |F| ... 0.36 eV/A
E_LUMO ... 0.04477 Ha

```
17
Properties=species:S:1:pos:R:3:forces:R:3:lowdin_charge:R:1
C 2.327212 -0.450087 0.634503 0.03 -0.01 0.00 -0.1101
C 1.242673 -0.520221 -0.455497 -0.06 0.02 -0.10 -0.2160
C -0.116209 -0.238243 0.157868 0.18 -0.15 0.18 -0.3192
C -0.474171 1.172934 0.426505 0.11 0.23 0.19 -0.1392
N -1.244728 0.396887 -0.535962 0.01 -0.09 -0.01 -0.1104
C -2.531505 0.021722 0.057741 -0.16 -0.06 0.00 -0.1186
H 2.254358 0.476900 1.217215 -0.04 -0.13 -0.17 0.0714
H 2.250392 -1.284375 1.342703 -0.07 0.13 -0.14 0.0717
H 3.331361 -0.485447 0.198227 -0.18 -0.03 0.02 0.0683
H 1.460545 0.221297 -1.232730 -0.13 -0.09 0.08 0.1099
H 1.274437 -1.507397 -0.931391 -0.09 0.13 0.01 0.1052
H -0.447150 -1.006523 0.855726 0.18 0.22 0.23 0.1328
H 0.161818 1.934576 -0.021794 -0.07 -0.07 0.15 0.1095
H -0.959431 1.466235 1.355602 0.04 -0.11 -0.11 0.1069
H -3.056910 -0.716012 -0.554663 0.16 0.08 -0.01 0.0774
H -3.164032 0.911991 0.150739 0.11 -0.13 -0.16 0.0825
H -2.412740 -0.396417 1.073577 -0.03 0.08 -0.17 0.0780
```
Positions in Å, forces in eV/Å.

ORCA calculation (the ωB97M-V functional and the def2-TZVPD basis) on a molecular structure, C27H32BrClInN2O4 in a non-equilibrium geometry.

Computed properties:
E ... -4682.875683 Eh
HOMO-LUMO gap (spin up / spin down) ... 0.110 / 0.110 Eh
E_HOMO (spin up / spin down) ... -0.02143 / -0.02145 Eh
Max |F| ... 4.19 eV/A
Total charge ... -1
E_LUMO (spin up / spin down) ... 0.08849 / 0.08849 Ha

```
68
Properties=species:S:1:pos:R:3:forces:R:3:lowdin_charge:R:1
In 0.094404 0.000663 0.074651 1.44 0.04 -0.78 0.6265
Cl 2.149413 -0.051205 -1.428677 0.58 -0.02 -0.03 -0.0439
N 0.246726 2.183271 0.084274 -1.23 1.50 -0.61 0.0441
N 0.176744 -2.185871 0.105377 -1.25 -1.49 -0.64 0.0420
C -0.275875 2.942767 -0.867949 1.15 -2.85 1.47 -0.3232
C -0.339729 -2.940669 -0.853952 1.22 2.81 1.48 -0.3231
C 1.212367 2.975624 0.861028 -0.05 0.14 0.03 -0.5680
C 1.522336 4.117581 -0.107247 -0.40 -0.14 -0.99 -0.0231
C 2.445668 2.201578 1.255175 0.98 -0.28 0.14 -0.0608
C 0.481591 3.454798 2.098593 -0.49 0.20 0.41 -0.0129
H 2.915438 1.753750 0.369400 -0.02 0.15 0.21 0.0302
H 2.214461 1.378660 1.951979 -0.06 0.44 -0.27 0.0677
H 3.173441 2.869116 1.766123 -0.38 -0.27 -0.31 0.0975
H -0.418639 4.007904 1.774351 0.35 -0.02 0.37 0.1016
H 1.138979 4.082937 2.731400 -0.38 -0.21 -0.26 0.0949
H 0.137748 2.579374 2.677237 0.20 0.47 -0.19 0.0794
C 1.102734 -2.995534 0.914515 -0.10 -0.17 -0.01 -0.5692
C 1.399760 -4.160374 -0.029314 -0.36 0.12 -1.00 -0.0255
C 0.329851 -3.425247 2.144920 -0.46 -0.25 0.38 -0.0158
C 2.354463 -2.260054 1.316117 1.01 0.31 0.21 -0.0610
H 2.843404 -1.824544 0.434729 -0.02 -0.17 0.20 0.0320
H 3.058860 -2.947153 1.835071 -0.38 0.29 -0.33 0.0992
H 2.137350 -1.429975 2.007445 -0.03 -0.44 -0.28 0.0582
H -0.580431 -3.957871 1.812254 0.35 0.07 0.38 0.0998
H 0.013525 -2.523624 2.698015 0.15 -0.46 -0.16 0.0812
H 0.948610 -4.067932 2.802093 -0.35 0.24 -0.27 0.0941
O 0.252815 -4.104108 -0.991169 0.75 -1.67 0.23 0.0291
H 1.446560 -5.176253 0.420493 -0.20 0.74 -0.33 0.1368
H 2.303584 -3.943952 -0.631025 -0.41 -0.25 0.27 0.1374
O 0.344677 4.086531 -1.037122 0.85 1.66 0.23 0.0297
H 2.400065 3.861502 -0.730528 -0.38 0.27 0.26 0.1371
H 1.613644 5.137802 0.325754 -0.22 -0.75 -0.32 0.1366
C -1.441188 2.541268 -1.711820 -0.41 0.41 -0.29 -0.0751
C -1.468789 -2.524091 -1.739170 -0.39 -0.38 -0.33 -0.0754
C -1.423010 -1.192795 -2.469548 0.04 -1.75 -1.97 -0.2308
H -2.367957 -2.453186 -1.093565 -0.05 -0.26 0.25 0.1259
H -1.604694 -3.358079 -2.437829 -0.13 0.28 0.16 0.1037
C -1.484425 0.011234 -1.696458 0.98 -0.01 3.75 -0.2138
C -1.415639 1.219616 -2.458891 0.04 1.80 -2.01 -0.2316
H -1.775095 0.016987 -0.475165 -2.28 -0.02 -3.51 0.0837
C -1.580896 1.221188 -3.873545 -0.16 0.41 1.59 -0.2507
C -1.692915 0.024680 -4.605140 -0.25 0.01 -0.29 -0.0891
C -1.832803 2.512363 -4.640324 0.18 0.13 -0.11 -0.0809
C -1.588005 -1.179121 -3.884828 -0.17 -0.43 1.59 -0.2508
H -1.942770 0.030884 -5.697004 0.32 -0.01 1.18 0.0875
C -1.849434 -2.460711 -4.665041 0.17 -0.14 -0.11 -0.0814
H -1.983838 -2.230084 -5.741064 0.16 -0.10 0.59 0.0653
H -2.776969 -2.962846 -4.324911 0.40 0.19 -0.10 0.0775
H -1.016856 -3.179051 -4.566536 -0.32 0.18 -0.11 0.0737
H -2.759691 3.014313 -4.298389 0.40 -0.19 -0.10 0.0775
H -1.963531 2.293030 -5.719136 0.16 0.10 0.58 0.0653
H -0.997376 3.225412 -4.529538 -0.32 -0.17 -0.11 0.0736
H -1.608304 3.384611 -2.392039 -0.11 -0.27 0.14 0.1043
H -2.312692 2.456995 -1.030398 -0.02 0.25 0.22 0.1271
Br -2.851943 0.788390 5.097441 -0.44 0.13 0.46 0.8290
C -1.071090 0.415852 5.507149 2.29 -0.65 -0.87 -0.6190
C -0.605413 0.407293 6.823558 -0.13 -0.02 -0.72 -0.1293
C 0.745044 0.142756 7.105819 -0.99 0.18 0.01 -0.0911
C 1.648933 -0.109972 6.090518 0.02 -0.04 -0.35 -0.0851
C 1.222428 -0.111899 4.766229 -0.81 0.15 0.10 -0.0116
C -0.128508 0.129793 4.459604 -1.04 0.36 0.84 -0.1324
C -0.520321 0.121547 2.996532 -0.18 0.12 -0.77 -0.6582
O -1.648090 0.240629 2.516853 0.08 -0.10 0.65 -0.0341
O 0.509927 -0.005740 2.257515 0.80 -0.16 -0.94 -0.1712
H -1.350455 0.611467 7.577627 0.23 0.00 0.37 0.0870
H 1.029737 0.147347 8.146313 0.26 -0.04 0.08 0.0951
H 2.691302 -0.310937 6.295357 0.02 0.02 0.17 0.0985
H 1.894480 -0.285137 3.923612 -0.18 0.02 0.48 0.1085
```
Positions in Å, forces in eV/Å.

ORCA calculation (the ωB97M-V functional and the def2-TZVPD basis) on a molecular structure, H2KO in a non-equilibrium geometry.

Computed properties:
E ... -676.179164 Eh
ΔE to the lowest compared entry with this formula, charge and spin ... 12.0 kJ/mol
HOMO-LUMO gap ... 0.464 Eh
E_HOMO ... -0.62225 Eh
Max |F| ... 1.24 eV/A
Total charge ... +1
E_LUMO ... -0.15846 Ha

```
4
Properties=species:S:1:pos:R:3:forces:R:3:lowdin_charge:R:1
O -0.482075 0.018135 -0.081860 0.04 -1.16 -0.41 -0.1807
H -0.361585 -0.859714 0.346060 -0.53 0.65 -0.50 0.0652
H -0.877745 -0.185905 -0.959389 0.26 0.21 0.86 0.0890
K 1.721404 1.027485 0.695190 0.24 0.30 0.06 1.0265
```
Positions in Å, forces in eV/Å.

Question: Among the records above, which one has the lowest E?
Answer: C27H32BrClInN2O4

Question: max |F| of number 1 (C4H5NO)?
Answer: 0.78 eV/A

Question: Among the records above, which one has the lowest E?
Answer: C27H32BrClInN2O4

Question: Among the records above, which one has the lowest max |F|?
Answer: C5H11N